The following is a quantum chemistry calculation of a 3-piece molecular cluster, C31H60N5O3 overall at a distorted geometry, from the OMol25 dataset.

Element x y z (Å)
C 1.226 0.640 4.862
C -0.167 1.140 4.329
C -0.927 0.035 3.457
C -1.232 0.702 2.060
C -2.086 -0.258 1.127
C -1.334 -0.769 -0.146
C -0.735 0.388 -1.004
C -1.205 1.771 -0.922
C -0.640 2.832 -1.719
C 0.424 2.354 -2.633
N 0.714 1.041 -2.590
C 1.792 0.606 -3.549
C 2.906 -0.231 -2.806
O 4.160 -0.021 -3.455
C 2.611 -1.790 -2.803
N 3.824 -2.611 -3.021
N 0.234 0.069 -1.873
H 1.917 1.502 5.060
H 1.663 -0.026 4.074
H 1.095 0.072 5.815
H -0.866 1.501 5.121
H 0.036 2.026 3.664
H -0.330 -0.901 3.350
H -1.891 -0.200 3.970
H -0.247 0.887 1.557
H -1.828 1.635 2.221
H -2.316 -1.173 1.741
H -3.096 0.167 0.874
H -1.984 -1.394 -0.823
H -0.475 -1.433 0.146
H -2.010 1.990 -0.186
H -0.948 3.894 -1.682
H 0.939 3.045 -3.335
H 1.279 -0.099 -4.258
H 2.207 1.471 -4.108
H 2.934 0.104 -1.739
H 4.858 -0.031 -2.781
H 1.800 -2.069 -3.527
H 2.231 -2.050 -1.779
H 3.583 -3.571 -2.745
H 3.966 -2.694 -4.035
C -1.890 -5.406 -4.076
C -2.026 -4.890 -2.625
C -1.530 -5.956 -1.634
C -2.511 -7.108 -1.448
C -3.880 -6.570 -1.044
C -4.428 -5.525 -2.029
N -3.430 -4.458 -2.364
O -3.398 -3.609 -1.343
C -4.898 -6.244 -3.316
C -5.730 -4.943 -1.447
C -1.030 -3.717 -2.584
H -0.912 -5.869 -4.225
H -2.620 -6.156 -4.361
H -1.979 -4.586 -4.792
H -1.353 -5.494 -0.655
H -0.565 -6.353 -1.958
H -2.575 -7.703 -2.363
H -2.139 -7.777 -0.669
H -4.580 -7.405 -0.957
H -3.802 -6.133 -0.043
H -5.067 -5.533 -4.128
H -5.841 -6.768 -3.147
H -4.208 -7.014 -3.660
H -5.586 -4.501 -0.459
H -6.479 -5.727 -1.324
H -6.152 -4.181 -2.107
H -1.353 -2.899 -3.232
H -0.043 -4.038 -2.928
H -0.895 -3.324 -1.575
C 4.142 5.810 1.310
C 3.297 4.590 1.742
C 2.054 4.460 0.848
C 0.967 5.481 1.169
C 0.597 5.401 2.646
C 1.808 5.561 3.577
N 2.961 4.686 3.192
O 2.684 3.460 3.614
C 2.241 7.047 3.590
C 1.344 5.310 5.025
C 4.227 3.402 1.420
H 4.256 5.830 0.223
H 3.721 6.773 1.582
H 5.142 5.765 1.744
H 1.625 3.456 0.958
H 2.334 4.554 -0.206
H 1.300 6.486 0.899
H 0.083 5.273 0.560
H -0.151 6.167 2.869
H 0.109 4.436 2.832
H 3.229 7.167 4.038
H 1.546 7.650 4.178
H 2.244 7.506 2.602
H 0.888 4.326 5.154
H 0.586 6.039 5.317
H 2.176 5.398 5.727
H 5.111 3.406 2.060
H 4.569 3.459 0.384
H 3.727 2.438 1.533

Results
strongest force on any atom	0.0705	Eh/bohr
total charge	+1
2S+1	3
expectation value of S²	2.01

***

The following is a quantum chemistry calculation of a 7-piece molecular cluster, C31H61BI2O13P overall at a distorted geometry, from the OMol25 dataset.

Element x y z (Å)
C 4.900 -1.575 1.783
C 5.048 -0.316 0.843
O 3.849 0.465 0.751
P 2.726 -0.202 -0.291
O 3.346 -0.993 -1.375
C 1.549 -1.183 0.783
C 1.062 -2.539 0.141
C -0.431 -2.563 -0.410
C -1.184 -3.612 0.465
C -1.410 -3.184 1.962
C -1.015 -4.262 3.015
O 0.415 -4.410 3.124
O -0.239 -3.113 -1.733
B -0.034 -1.940 -2.642
O -0.363 -0.701 -1.843
C -1.151 -1.206 -0.832
I -2.976 -1.894 -1.974
C -1.760 -0.240 0.243
C -1.118 1.185 0.281
O -0.902 1.842 -0.644
I -0.642 1.972 2.293
O 1.916 1.071 -1.006
C 2.528 2.340 -0.687
C 1.828 3.464 -1.560
H 5.888 -2.035 1.998
H 4.444 -1.245 2.752
H 4.194 -2.278 1.281
H 5.499 -0.584 -0.137
H 5.803 0.340 1.355
H 0.739 -0.528 1.170
H 2.170 -1.458 1.675
H 1.815 -2.894 -0.602
H 1.102 -3.296 0.967
H -2.181 -3.908 0.054
H -0.574 -4.553 0.461
H -2.448 -2.828 2.167
H -0.732 -2.307 2.152
H -1.527 -5.243 2.842
H -1.355 -3.887 4.018
H 0.673 -4.119 4.012
H 1.168 -1.896 -2.779
H -0.476 -2.013 -3.758
H -2.833 -0.069 -0.029
H -1.767 -0.635 1.280
H 3.606 2.358 -0.978
H 2.394 2.576 0.394
H 1.086 3.991 -0.913
H 2.565 4.168 -1.999
H 1.253 2.902 -2.339
C -0.404 -2.408 8.169
C 0.385 -3.327 7.272
O 0.250 -3.300 6.069
C 1.347 -4.282 7.933
H -1.053 -1.780 7.561
H -1.022 -2.995 8.852
H 0.275 -1.768 8.735
H 0.806 -4.950 8.605
H 2.103 -3.723 8.488
H 1.844 -4.880 7.169
C 0.126 7.609 -4.439
C 0.945 6.383 -4.119
O 1.895 6.437 -3.368
C 0.534 5.088 -4.771
H 0.534 8.466 -3.902
H 0.167 7.815 -5.510
H -0.908 7.458 -4.124
H 0.592 5.184 -5.857
H -0.482 4.827 -4.471
H 1.208 4.294 -4.453
C -4.385 5.411 4.413
C -4.372 3.908 4.280
O -4.675 3.192 5.210
C -3.966 3.338 2.946
H -4.695 5.682 5.422
H -3.385 5.809 4.234
H -5.092 5.841 3.701
H -2.948 3.646 2.705
H -4.657 3.678 2.171
H -4.001 2.250 2.992
C 0.237 -5.196 -3.690
C 0.260 -6.696 -3.810
O -0.051 -7.417 -2.884
C 0.690 -7.277 -5.138
H -0.088 -4.915 -2.692
H 1.238 -4.793 -3.857
H -0.463 -4.776 -4.416
H 1.710 -6.964 -5.368
H 0.010 -6.946 -5.926
H 0.661 -8.366 -5.084
C -5.614 -5.819 -1.295
C -6.273 -4.519 -0.910
O -5.845 -3.840 -0.005
C -7.490 -4.098 -1.697
H -4.755 -5.993 -0.648
H -6.319 -6.645 -1.174
H -5.268 -5.769 -2.330
H -8.279 -4.846 -1.594
H -7.227 -3.972 -2.749
H -7.857 -3.147 -1.312
C 4.420 7.822 -3.519
C 4.724 9.289 -3.658
O 4.714 9.841 -4.739
C 5.044 10.051 -2.395
H 4.209 7.402 -4.501
H 5.282 7.303 -3.093
H 3.547 7.684 -2.886
H 5.931 9.628 -1.920
H 4.195 10.007 -1.710
H 5.242 11.094 -2.642

Results
strongest force on any atom	0.0557	Eh/bohr
total charge	-1

***

The following is a quantum chemistry calculation of C31H61Be2Br3ClCsF10N3O15P4S as an isolated structure at a distorted geometry, from the OMol25 dataset.

Element x y z (Å)
C 1.937 2.894 -2.986
C 2.299 1.422 -3.438
O 3.183 0.741 -2.608
C 2.654 0.139 -1.411
C 3.127 1.184 -0.377
O 4.315 1.869 -0.700
C 4.269 2.872 0.250
C 4.719 2.631 1.649
O 3.852 3.946 -0.061
O 1.315 -0.110 -1.450
C 0.195 0.285 -0.727
C -0.629 -1.088 -0.456
C -2.085 -0.911 0.045
C -2.638 -2.350 0.351
F -3.990 -2.225 0.507
F -2.175 -2.687 1.585
F -2.306 -3.265 -0.579
C 0.182 1.041 0.628
S 1.009 0.097 2.009
C -0.273 0.020 3.359
C 0.292 0.399 4.770
P -0.948 1.273 -1.935
O -1.824 0.128 -2.925
Br -2.512 2.415 -0.896
C 3.429 -1.310 -1.282
C 4.971 -1.183 -1.527
C 5.863 -1.282 -0.265
C 7.348 -1.055 -0.759
O 5.645 -0.299 0.724
O 3.241 -1.640 0.124
C 3.304 -2.963 0.600
C 1.894 -3.523 1.112
O 3.840 -3.969 -0.228
P 4.497 -3.339 2.190
P 4.074 -2.522 4.172
O 2.688 -2.585 4.613
O 4.932 -3.490 5.222
O 4.857 -0.952 4.434
C 2.723 -2.234 -2.366
F 3.492 -3.280 -2.790
F 1.584 -2.850 -1.900
F 2.337 -1.691 -3.571
H 1.332 2.933 -2.060
H 1.442 3.406 -3.848
H 2.919 3.407 -2.877
H 1.404 0.848 -3.808
H 2.868 1.603 -4.386
H 2.351 1.988 -0.454
H 3.164 0.776 0.655
H 3.809 2.305 2.273
H 5.113 3.565 2.102
H 5.561 1.904 1.735
H -0.096 -1.763 0.245
H -0.673 -1.654 -1.436
H -2.812 -0.475 -0.667
H -2.210 -0.370 1.005
H -0.838 1.233 1.043
H 0.629 2.064 0.612
H -0.707 -1.005 3.328
H -1.082 0.731 3.073
H -0.413 1.133 5.217
H 0.357 -0.519 5.380
H 1.297 0.852 4.686
H -1.476 0.331 -3.857
H 5.399 -1.949 -2.216
H 5.278 -0.231 -2.026
H 5.878 -2.328 0.123
H 7.426 0.016 -1.048
H 8.038 -1.247 0.093
H 7.568 -1.702 -1.627
H 4.837 -0.511 1.214
H 1.343 -4.019 0.279
H 2.073 -4.338 1.852
H 1.296 -2.754 1.658
H 3.263 -4.745 -0.232
H 5.781 -2.754 1.986
H 5.880 -3.284 5.134
H 5.754 -1.085 4.819
Be -0.545 1.377 -4.425
F -2.830 2.786 1.477
O -9.718 -3.348 3.477
P -8.682 -3.725 2.437
N -9.673 -3.279 1.093
C -10.212 -4.127 0.058
C -10.088 -1.890 0.982
N -8.756 -5.417 2.745
C -9.028 -6.454 1.768
C -9.268 -5.839 4.048
N -7.343 -4.061 1.347
C -6.114 -4.397 2.119
C -6.946 -2.987 0.415
H -9.453 -4.782 -0.374
H -10.592 -3.547 -0.785
H -11.044 -4.732 0.435
H -9.323 -1.297 0.463
H -10.243 -1.438 1.963
H -11.026 -1.779 0.438
H -10.097 -6.529 1.538
H -8.707 -7.429 2.145
H -8.468 -6.316 0.844
H -10.361 -5.800 4.084
H -8.869 -5.211 4.843
H -8.952 -6.858 4.279
H -5.773 -3.546 2.714
H -5.310 -4.701 1.447
H -6.280 -5.232 2.797
H -6.788 -2.039 0.935
H -7.684 -2.837 -0.372
H -6.026 -3.248 -0.106
F 5.588 2.513 3.978
Be 3.937 0.607 2.589
Cl 6.436 3.320 -1.150
F 0.482 -3.762 2.791
Br 6.082 7.893 -5.729
C 6.629 7.751 -3.865
C 6.236 6.422 -3.276
Br 4.334 6.368 -2.860
H 6.192 8.597 -3.341
H 7.712 7.857 -3.877
H 6.738 6.260 -2.323
H 6.439 5.583 -3.934
Cs -1.238 -1.491 -4.077
C 2.081 9.381 -3.840
C 1.027 10.318 -3.323
O 0.286 10.632 -4.488
C 0.395 9.544 -5.306
O -0.302 9.338 -6.240
O 1.402 8.720 -4.908
F 1.578 11.457 -2.836
H 2.952 9.907 -4.235
H 2.414 8.669 -3.086
H 0.363 9.882 -2.573

Results
strongest force on any atom	0.2634	Eh/bohr
total charge	+1

***

Calculated electronic energy (eV), listed in the same order as above: -46701.339 -85922.814 -367453.544